No. 1
Formula: C2H2FO2Zn
Source: the OMol25 dataset
Level of theory: wB97M-V/def2-TZVPD

```
8
Properties=species:S:1:pos:R:3:forces:R:3
H 0.35396 -0.27683 1.88489 0.7 -1.6 -1.1
O -1.39464 1.45317 0.44850 0.3 -0.9 1.1
C -0.96278 0.48469 0.82818 -1.3 1.4 -2.2
C -0.03530 -0.71025 0.86695 -1.0 0.9 2.5
O 0.71849 -0.71223 -0.21470 0.2 -0.2 0.5
H -0.69931 -1.58273 1.03431 0.5 0.2 0.2
F 1.15771 1.07637 -3.16521 -0.1 0.1 0.0
Zn 0.86187 0.26781 -1.68291 0.6 0.1 -1.0
```
Positions in Å, forces in eV/Å.

Output
spin multiplicity: 1
total charge: +1
M: 142.42 g/mol
ΔE to the lowest compared entry with this formula, charge and spin: 0.0 kcal per mole
orbital gap: 10.106 eV
HOMO: -16.81 eV
lowest unoccupied orbital energy: -6.70 eV

No. 2
Formula: C2H2FO3P
Source: the OMol25 dataset
Level of theory: wB97M-V/def2-TZVPD

```
9
Properties=species:S:1:pos:R:3:forces:R:3
C 1.32404 -0.29839 -0.56722 3.9 -1.4 -1.2
C 0.31204 -0.57798 0.19138 -1.1 0.9 0.3
O -2.47476 -0.24542 -0.30914 0.8 0.4 -0.1
O -0.79455 1.76742 -0.57856 -0.6 -1.0 0.3
O -1.23708 0.67206 1.74313 -0.3 0.5 0.1
F 0.61991 -1.36700 1.22867 -0.3 -1.2 1.4
P -1.26864 0.54047 0.22711 -0.2 -0.1 0.3
H 1.09306 0.22755 -1.43060 -0.1 1.3 -1.4
H 2.42597 -0.71869 -0.50478 -2.2 0.6 0.2
```
Positions in Å, forces in eV/Å.

Output
SMILES: C=C(F)P(=O)([O-])[O-]
spin multiplicity: 1
total charge: -2
M: 124.01 g/mol
ΔE to the lowest compared entry with this formula, charge and spin: 9.4 kcal per mole
orbital gap: 6.447 eV
HOMO: 0.82 eV
lowest unoccupied orbital energy: 7.26 eV

No. 3
Formula: C2H2FOP
Source: the OMol25 dataset
Level of theory: wB97M-V/def2-TZVPD

```
7
Properties=species:S:1:pos:R:3:forces:R:3
C -0.36247 -0.14641 -0.02774 -2.0 -3.4 1.0
C 1.06053 -0.39903 0.00720 1.5 0.2 0.0
O 1.63915 -1.43126 -0.09695 -0.3 0.4 0.0
F 1.78201 0.75398 0.21869 -0.1 -0.3 -0.2
P -0.94601 1.41188 -0.19261 0.4 -0.5 0.0
H -0.85748 -1.32223 0.19990 0.8 4.0 -0.9
H -2.31574 1.13306 -0.10849 -0.4 -0.3 0.0
```
Positions in Å, forces in eV/Å.

Output
SMILES: [H]/P=C/C(=O)F
spin multiplicity: 1
total charge: 0
M: 92.01 g/mol
ΔE to the lowest compared entry with this formula, charge and spin: 18.1 kcal per mole
orbital gap: 9.451 eV
HOMO: -10.78 eV
lowest unoccupied orbital energy: -1.33 eV

No. 4
Formula: C2H2FP
Source: the OMol25 dataset
Level of theory: wB97M-V/def2-TZVPD

```
6
Properties=species:S:1:pos:R:3:forces:R:3
C 2.21080 -0.55154 0.13817 -2.8 2.4 -0.1
C 0.25258 0.22609 0.62673 3.7 -1.7 -0.9
F 2.84328 0.46249 -0.34167 -0.4 -0.9 0.5
P -1.16550 -0.06102 -0.10466 -0.6 0.2 1.7
H -2.00194 -0.10085 -1.21498 0.4 -0.3 -1.1
H -2.13921 0.02483 0.89641 -0.3 0.2 -0.2
```
Positions in Å, forces in eV/Å.

Output
spin multiplicity: 1
total charge: 0
M: 76.01 g/mol
ΔE to the lowest compared entry with this formula, charge and spin: 190.6 kcal per mole
orbital gap (alpha / beta): 7.507 / 7.500 eV
HOMO (alpha / beta): -8.16 / -8.15 eV
lowest unoccupied orbital energy (alpha / beta): -0.65 / -0.65 eV

No. 5
Formula: C2H2GaO2
Source: the OMol25 dataset
Level of theory: wB97M-V/def2-TZVPD

```
7
Properties=species:S:1:pos:R:3:forces:R:3
H 1.26004 -1.08492 -0.77241 -0.2 0.0 0.8
O -0.89471 1.24395 0.25557 2.1 -1.5 -1.0
C 0.18097 0.68996 -0.34747 -1.8 3.9 0.7
C 0.51072 -0.60414 -0.11972 -0.8 -4.3 0.5
O -0.25800 -1.38127 0.67623 1.4 2.0 -1.4
H 0.82710 1.32969 -0.96808 -0.6 -0.2 0.2
Ga -1.62613 -0.19327 1.27587 -0.2 0.0 0.1
```
Positions in Å, forces in eV/Å.

Output
spin multiplicity: 1
total charge: +1
M: 127.76 g/mol
ΔE to the lowest compared entry with this formula, charge and spin: 0.0 kcal per mole
orbital gap (alpha / beta): 6.927 / 7.818 eV
HOMO (alpha / beta): -15.23 / -15.58 eV
lowest unoccupied orbital energy (alpha / beta): -8.31 / -7.77 eV

No. 6
Formula: C2H2HgLiO2
Source: the OMol25 dataset
Level of theory: wB97M-V/def2-TZVPD

```
8
Properties=species:S:1:pos:R:3:forces:R:3
O -0.42587 1.43929 0.91615 -2.4 -0.8 0.4
C -1.05958 0.50960 0.58902 0.6 0.4 -0.4
C -1.65268 -0.55668 0.11210 -0.3 -0.1 0.3
O 2.37395 0.24616 -1.17561 0.0 -0.4 0.1
Li 2.81613 -1.29115 -0.63983 0.0 0.3 -0.2
Hg 1.83563 1.59773 0.29230 2.0 0.3 -0.4
H -2.26184 -0.46622 -0.78782 0.3 0.0 0.3
H -1.62575 -1.47873 0.69369 0.0 0.3 -0.2
```
Positions in Å, forces in eV/Å.

Output
spin multiplicity: 2
total charge: 0
M: 265.57 g/mol
ΔE to the lowest compared entry with this formula, charge and spin: 36.5 kcal per mole
orbital gap (alpha / beta): 5.981 / 7.293 eV
HOMO (alpha / beta): -6.57 / -7.96 eV
lowest unoccupied orbital energy (alpha / beta): -0.59 / -0.67 eV

No. 7
Formula: C2H2I2N2O2
Source: the OMol25 dataset
Level of theory: wB97M-V/def2-TZVPD

```
10
Properties=species:S:1:pos:R:3:forces:R:3
C 0.25562 0.61211 0.39342 -0.8 -1.6 -1.0
C -0.47855 -0.68537 -0.37032 4.9 2.0 0.9
N -0.05586 1.79280 -0.37047 -1.2 3.2 0.8
N 0.21731 -1.80991 0.22227 0.9 -1.5 0.7
O -0.35084 2.80627 0.28721 0.8 -2.9 -1.3
O -0.37616 -2.58389 0.92550 -0.4 1.0 -0.7
I 2.37969 0.65163 0.24695 0.1 -0.3 0.0
I -0.13594 -0.83592 -2.43345 0.4 0.0 -0.4
H 0.01253 0.68573 1.45177 -0.3 -0.1 0.0
H -1.46780 -0.63345 -0.35288 -4.4 0.1 1.0
```
Positions in Å, forces in eV/Å.

Output
spin multiplicity: 1
total charge: 0
M: 339.86 g/mol
ΔE to the lowest compared entry with this formula, charge and spin: 0.0 kcal per mole
orbital gap: 8.316 eV
HOMO: -9.62 eV
lowest unoccupied orbital energy: -1.31 eV

No. 8
Formula: C2H2IN3
Source: the OMol25 dataset
Level of theory: wB97M-V/def2-TZVPD

```
8
Properties=species:S:1:pos:R:3:forces:R:3
C -0.04684 1.20179 0.01725 -1.2 0.0 0.1
C -0.18024 -1.05279 -0.05001 -2.2 1.0 0.1
N 0.51251 -0.07042 0.02122 0.4 1.0 -0.1
N -1.39190 1.17781 -0.06069 1.0 0.4 1.0
N -1.93979 0.02298 -0.01808 3.4 -0.9 -0.8
I -3.92882 -0.14837 -0.05129 -0.4 0.0 0.0
H 0.54788 2.12284 0.18101 -0.7 -1.0 -0.4
H -0.18484 -2.07601 -0.33238 -0.3 -0.5 0.2
```
Positions in Å, forces in eV/Å.

Output
spin multiplicity: 1
total charge: 0
M: 194.96 g/mol
ΔE to the lowest compared entry with this formula, charge and spin: 78.0 kcal per mole
orbital gap: 7.794 eV
HOMO: -8.27 eV
lowest unoccupied orbital energy: -0.48 eV

No. 9
Formula: C2H2IN4
Source: the OMol25 dataset
Level of theory: wB97M-V/def2-TZVPD

```
9
Properties=species:S:1:pos:R:3:forces:R:3
C -1.78355 -0.12252 -0.02507 2.5 3.6 0.0
C 1.81351 0.31652 0.00778 0.9 0.3 0.0
N -0.40047 1.02761 -0.04270 -3.7 -1.0 0.0
N -1.15552 -1.26721 -0.00137 -1.0 -0.6 0.0
N 0.05438 -1.26381 0.01231 1.9 -1.5 0.1
N 0.51493 0.18407 -0.01180 -0.8 -0.7 0.0
I -3.71198 0.40096 0.02108 0.5 -0.1 0.0
H 2.41477 -0.58158 0.07047 -0.2 -0.1 0.0
H 2.25393 1.30596 -0.03069 -0.1 0.0 0.0
```
Positions in Å, forces in eV/Å.

Output
SMILES: C=[N+]1N=NC(I)=N1
spin multiplicity: 1
total charge: +1
M: 208.97 g/mol
ΔE to the lowest compared entry with this formula, charge and spin: 79.4 kcal per mole
orbital gap (alpha / beta): 7.044 / 7.302 eV
HOMO (alpha / beta): -14.27 / -14.93 eV
lowest unoccupied orbital energy (alpha / beta): -7.22 / -7.63 eV

No. 10
Formula: C2H2INO2S
Source: the OMol25 dataset
Level of theory: wB97M-V/def2-TZVPD

```
9
Properties=species:S:1:pos:R:3:forces:R:3
C -1.23823 0.07457 -0.71627 1.0 0.5 -1.7
C 1.50191 -0.20480 0.19320 0.3 0.3 -0.1
N -1.58919 0.10577 0.58432 0.8 1.2 -0.9
O -1.83894 -0.88181 1.20026 -0.7 -2.4 1.0
O -1.56325 1.24535 1.03665 -0.1 1.1 0.3
S -0.70192 0.30136 -2.15731 -1.3 -0.4 1.1
I 2.43747 -0.41886 -1.61608 0.1 -0.1 0.5
H 1.42939 0.79921 0.58973 -0.1 0.0 -0.1
H 1.56278 -1.02079 0.88549 0.0 -0.3 0.0
```
Positions in Å, forces in eV/Å.

Output
spin multiplicity: 1
total charge: 0
M: 231.01 g/mol
ΔE to the lowest compared entry with this formula, charge and spin: 142.2 kcal per mole
orbital gap (alpha / beta): 7.010 / 7.040 eV
HOMO (alpha / beta): -8.43 / -8.87 eV
lowest unoccupied orbital energy (alpha / beta): -1.42 / -1.83 eV

No. 11
Formula: C2H2IrLiO2
Source: the OMol25 dataset
Level of theory: wB97M-V/def2-TZVPD

```
8
Properties=species:S:1:pos:R:3:forces:R:3
C -1.05608 0.31682 -0.46173 -0.9 4.6 -1.7
C -0.01480 -0.54087 -0.30390 1.6 -1.5 1.5
O 1.04037 -0.18683 0.50111 -7.3 4.3 -4.0
O -1.06035 1.54356 0.03232 0.1 -3.6 -0.7
H -1.63217 0.10319 -1.39396 -0.5 0.1 1.2
Ir 2.33475 -1.17100 1.19285 6.8 -5.1 3.5
Li 0.44901 1.50731 1.10518 -0.1 0.7 0.2
H -0.06074 -1.57218 -0.67187 0.3 0.4 0.0
```
Positions in Å, forces in eV/Å.

Output
spin multiplicity: 6
total charge: +1
M: 257.19 g/mol
ΔE to the lowest compared entry with this formula, charge and spin: 0.0 kcal per mole
orbital gap (alpha / beta): 7.873 / 7.575 eV
HOMO (alpha / beta): -12.06 / -14.71 eV
lowest unoccupied orbital energy (alpha / beta): -4.19 / -7.14 eV

No. 12
Formula: C2H2KO2P
Source: the OMol25 dataset
Level of theory: wB97M-V/def2-TZVPD

```
8
Properties=species:S:1:pos:R:3:forces:R:3
P 2.81530 0.49534 -0.05329 0.7 -2.6 0.9
O 3.80560 -0.58016 0.21238 -2.0 2.1 -0.6
O 0.90376 -0.43021 0.54892 0.6 0.5 0.0
C -0.25288 0.00901 0.61215 0.7 0.0 -0.5
C -1.22498 0.58211 -0.09814 -0.2 0.1 0.3
H -1.02990 0.83426 -1.14779 -0.1 0.1 0.2
H -2.06731 1.02333 0.44206 0.2 -0.2 -0.4
K -2.94959 -1.93368 -0.51629 0.1 0.1 0.1
```
Positions in Å, forces in eV/Å.

Output
spin multiplicity: 2
total charge: +1
M: 128.11 g/mol
orbital gap (alpha / beta): 5.577 / 8.262 eV
HOMO (alpha / beta): -10.52 / -12.85 eV
lowest unoccupied orbital energy (alpha / beta): -4.95 / -4.59 eV

No. 13
Formula: C2H2Li2O2
Source: the OMol25 dataset
Level of theory: wB97M-V/def2-TZVPD

```
8
Properties=species:S:1:pos:R:3:forces:R:3
C -0.71864 0.55949 -1.00282 0.0 -0.2 -2.2
C -0.59256 0.02268 0.33052 -0.7 1.2 -1.1
O 0.54944 -0.64225 0.66445 1.7 -0.2 1.8
O -0.06903 -0.00024 -1.97876 0.6 0.8 2.0
H -1.70262 -0.37726 -0.35606 1.1 -0.1 1.5
Li 1.82948 -0.02016 1.97219 -1.3 -0.5 -0.5
Li 1.69764 -0.28337 -0.70920 -1.4 -0.3 -1.2
H -0.99370 0.74111 1.07969 -0.1 -0.8 -0.3
```
Positions in Å, forces in eV/Å.

Output
spin multiplicity: 1
total charge: 0
M: 71.92 g/mol
ΔE to the lowest compared entry with this formula, charge and spin: 95.1 kcal per mole
orbital gap (alpha / beta): 4.020 / 3.008 eV
HOMO (alpha / beta): -5.60 / -4.78 eV
lowest unoccupied orbital energy (alpha / beta): -1.58 / -1.77 eV

No. 14
Formula: C2H2LiO2
Source: the OMol25 dataset
Level of theory: wB97M-V/def2-TZVPD

```
7
Properties=species:S:1:pos:R:3:forces:R:3
O 1.15910 -0.53866 0.18880 1.3 0.0 0.2
C 0.23685 0.50324 0.38229 1.7 1.5 0.5
C -1.02154 0.59467 0.16273 -3.1 0.2 0.0
O -2.15039 1.07654 0.20802 1.9 -0.7 -0.3
H 0.79855 -1.19685 -0.41631 -1.1 -0.7 -0.5
Li 2.20547 1.03794 0.08267 -1.2 -0.6 0.1
H -1.22804 -1.47688 -0.60821 0.6 0.2 0.0
```
Positions in Å, forces in eV/Å.

Output
spin multiplicity: 1
total charge: -1
M: 64.98 g/mol
ΔE to the lowest compared entry with this formula, charge and spin: 22.1 kcal per mole
orbital gap (alpha / beta): 3.645 / 3.645 eV
HOMO (alpha / beta): -1.77 / -1.77 eV
lowest unoccupied orbital energy (alpha / beta): 1.87 / 1.87 eV

No. 15
Formula: C2H2LiO2Yb
Source: the OMol25 dataset
Level of theory: wB97M-V/def2-TZVPD

```
8
Properties=species:S:1:pos:R:3:forces:R:3
C -1.96752 1.78193 1.43749 2.3 -3.1 -11.6
C -1.66594 0.82985 2.52908 -1.5 -1.1 3.3
O -1.34663 -0.44092 2.17599 2.0 0.8 0.4
O -1.79756 1.36398 0.23560 -1.5 4.0 8.1
H -2.74279 0.97086 2.95788 1.5 -0.8 0.3
Yb 1.37126 -0.51718 1.70567 3.4 2.0 -5.4
Li 0.17385 -0.97435 3.01283 -5.5 -1.9 5.0
H -0.92647 1.35918 3.18100 -0.6 0.0 -0.1
```
Positions in Å, forces in eV/Å.

Output
spin multiplicity: 1
total charge: +1
M: 238.02 g/mol
ΔE to the lowest compared entry with this formula, charge and spin: 161.6 kcal per mole
orbital gap: 3.566 eV
HOMO: -10.70 eV
lowest unoccupied orbital energy: -7.13 eV

No. 16
Formula: C2H2N2O
Source: the OMol25 dataset
Level of theory: wB97M-V/def2-TZVPD

```
7
Properties=species:S:1:pos:R:3:forces:R:3
C -0.38823 0.96340 0.19341 -1.5 -0.8 -0.1
C -1.06880 -0.02040 -0.00296 1.6 2.1 0.3
N 2.71710 -0.12804 0.61186 -3.1 1.0 -5.2
N 2.15051 0.06434 -0.35304 3.4 -1.1 5.2
O -1.84704 -1.03002 -0.11575 0.0 -3.5 -1.6
H -0.08527 1.97272 0.35433 0.3 -0.2 -0.1
H -1.47827 -1.82199 -0.68785 -0.8 2.5 1.6
```
Positions in Å, forces in eV/Å.

Output
SMILES: C#CO.N#N
spin multiplicity: 1
total charge: 0
M: 70.05 g/mol
ΔE to the lowest compared entry with this formula, charge and spin: 46.7 kcal per mole
orbital gap: 9.819 eV
HOMO: -9.44 eV
lowest unoccupied orbital energy: 0.38 eV

No. 17
Formula: C2H2N2O
Source: the OMol25 dataset
Level of theory: wB97M-V/def2-TZVPD

```
7
Properties=species:S:1:pos:R:3:forces:R:3
C -0.24814 0.58521 -0.59754 1.0 -3.1 2.1
C -0.19720 -0.76519 -0.21045 -0.2 1.3 0.3
H -0.90329 1.10357 -1.23599 -0.1 0.3 -1.2
H -0.44367 -1.75626 -0.57922 -0.4 0.6 -0.1
N 0.84688 0.40960 1.28041 0.7 2.6 -0.5
N 0.51323 1.23953 0.34411 -0.6 -1.1 1.5
O 0.43219 -0.81646 0.99868 -0.5 -0.6 -2.0
```
Positions in Å, forces in eV/Å.

Output
SMILES: c1conn1
spin multiplicity: 1
total charge: 0
M: 70.05 g/mol
ΔE to the lowest compared entry with this formula, charge and spin: 54.2 kcal per mole
orbital gap: 11.288 eV
HOMO: -10.47 eV
lowest unoccupied orbital energy: 0.82 eV

No. 18
Formula: C2H2N2O
Source: the OMol25 dataset
Level of theory: wB97M-V/def2-TZVPD

```
7
Properties=species:S:1:pos:R:3:forces:R:3
C 0.78003 -2.16218 0.35349 -0.6 2.8 -0.9
C 0.35337 -0.84438 -0.15225 -3.9 0.3 2.9
N 0.83743 -3.15793 0.88806 0.4 -1.9 0.8
N 1.15184 0.30506 -0.35828 1.5 -0.4 0.6
O 0.55672 -0.46590 -1.42874 -0.7 -0.3 -1.1
H -0.90150 -0.47525 0.51363 3.7 -1.5 -2.3
H 0.49120 1.03733 -0.20535 -0.4 1.1 0.0
```
Positions in Å, forces in eV/Å.

Output
spin multiplicity: 1
total charge: 0
M: 70.05 g/mol
ΔE to the lowest compared entry with this formula, charge and spin: 107.1 kcal per mole
orbital gap: 11.550 eV
HOMO: -11.52 eV
lowest unoccupied orbital energy: 0.03 eV

No. 19
Formula: C2H2N2O
Source: the OMol25 dataset
Level of theory: wB97M-V/def2-TZVPD

```
7
Properties=species:S:1:pos:R:3:forces:R:3
C 2.32925 0.49390 -0.04425 0.2 0.2 -0.1
C -2.12902 -0.05941 -0.10094 -1.9 1.0 1.5
N 1.62240 -0.26447 0.36429 -2.2 -2.9 1.4
N -1.04032 -0.45453 0.16513 1.5 -1.3 -0.5
O -3.16002 0.48896 -0.03629 -0.1 -0.1 -1.0
H 3.00133 1.15385 -0.34259 2.5 2.6 -1.3
H -0.62362 -1.35829 -0.00536 0.0 0.4 0.0
```
Positions in Å, forces in eV/Å.

Output
SMILES: N=C=O.C#N
spin multiplicity: 1
total charge: 0
M: 70.05 g/mol
ΔE to the lowest compared entry with this formula, charge and spin: 24.2 kcal per mole
orbital gap: 11.518 eV
HOMO: -10.72 eV
lowest unoccupied orbital energy: 0.80 eV

No. 20
Formula: C2H2N2O
Source: the OMol25 dataset
Level of theory: wB97M-V/def2-TZVPD

```
7
Properties=species:S:1:pos:R:3:forces:R:3
C 1.20786 0.93693 -0.05050 2.7 2.4 0.8
C 0.12446 0.21082 0.15168 -2.3 -0.5 1.1
N 2.26751 1.49160 -0.07365 -2.6 0.5 -0.6
N 2.94872 -1.20690 -0.24815 0.6 1.6 0.8
O 3.38990 -0.22955 0.15667 0.7 -3.1 -0.4
H -0.61037 0.36337 1.01726 1.5 -0.3 -1.4
H -0.08453 -0.46857 -0.64060 -0.6 -0.5 -0.3
```
Positions in Å, forces in eV/Å.

Output
spin multiplicity: 1
total charge: 0
M: 70.05 g/mol
ΔE to the lowest compared entry with this formula, charge and spin: 115.3 kcal per mole
orbital gap (alpha / beta): 9.073 / 7.582 eV
HOMO (alpha / beta): -9.19 / -8.69 eV
lowest unoccupied orbital energy (alpha / beta): -0.11 / -1.11 eV